DFT (the ωB97M-V functional and the def2-TZVPD basis) results for a structure of composition C44H30N10OPbS3 at a distorted geometry.

Properties
- E_HOMO (alpha / beta): -1.8 / -1.8 eV
- Energy above the lowest of the compared OMol25 structures with the same formula, charge and spin: 0.0 kcal/mol
- Orbital gap (alpha / beta): 5.427 / 5.426 eV
- E: -3705.0095 Eh
- Largest force on an atom: 3.87 eV Å⁻¹
- E_LUMO (alpha / beta): 3.6 / 3.6 eV
- Net charge: -2

XYZ file:
```
89
C44H30N10OPbS3 the ωB97M-V functional and the def2-TZVPD basis
C -2.417 -1.490 -3.905
N -3.590 -2.986 0.009
H 7.128 3.621 2.741
C 4.212 4.474 1.127
H 2.475 0.522 3.814
H -1.803 -5.265 1.109
C -2.646 -3.392 0.876
C 5.665 2.230 2.048
C -3.275 0.042 -0.643
H -6.605 3.003 0.049
C 3.365 -4.947 0.159
C -0.649 -3.666 -3.691
C 0.246 2.913 -0.599
C -2.311 -2.415 -4.897
C -2.722 4.542 -3.074
C -3.947 1.128 0.077
O 1.368 1.576 5.293
C -3.364 1.595 1.243
N 4.039 -0.389 1.328
N 1.445 3.345 -0.134
C 4.449 2.029 1.425
H -3.719 -1.981 -0.158
N 2.465 1.238 0.450
H 2.731 2.238 3.873
H -3.463 4.855 -3.867
H -2.860 -2.348 -5.867
C -2.732 3.215 -2.666
C -3.905 -3.921 -1.096
C -3.921 2.618 1.988
C -5.131 3.178 1.573
H -3.401 3.051 2.892
C -0.676 3.641 -1.366
C 3.653 3.165 0.992
C 4.024 -2.773 0.848
Pb 0.503 -0.137 1.163
H 5.787 5.578 1.962
N -2.349 -4.706 0.528
H -1.804 6.461 -2.976
H -0.022 -4.525 -3.640
C -1.503 -3.570 -4.748
H -2.417 1.129 1.601
H -4.915 -4.215 -1.037
H -3.603 -5.989 -0.487
H -1.417 -4.309 -5.491
H -5.769 1.267 -1.206
H 6.322 -4.989 1.842
C -1.706 2.774 -1.803
C -2.983 -5.097 -0.724
H -2.280 -5.387 -1.478
C -5.722 2.645 0.430
H -3.625 -3.372 -2.008
S -1.050 2.388 5.718
C -1.784 5.470 -2.538
C 2.018 -2.725 -0.272
H 3.571 5.299 0.889
C -0.681 -2.680 -2.723
N -0.242 1.608 -0.559
C 0.118 -2.396 -1.610
H 3.353 1.170 5.138
C -1.561 -1.579 -2.810
H -5.643 3.973 2.123
C -5.190 1.645 -0.337
C 2.542 1.385 4.496
H 2.625 -5.514 -0.375
C 4.547 -5.405 0.734
C 5.423 -4.546 1.408
N -2.130 0.351 -1.181
C 3.595 0.892 1.064
H -3.507 2.517 -2.935
C -0.787 5.000 -1.761
C -1.409 1.556 -1.128
C 5.411 4.615 1.800
S 0.351 2.428 3.048
C 0.277 2.098 4.674
N -0.361 -1.243 -0.972
S -1.910 -2.645 2.173
C 5.190 -3.212 1.445
N 1.159 -3.168 -1.109
H -3.095 -0.659 -3.987
C -1.372 -0.803 -1.695
C 2.418 2.667 0.392
C 3.400 -1.378 0.828
H 6.138 1.301 2.272
C 6.131 3.510 2.218
N 2.233 -1.418 0.158
C 3.152 -3.602 0.244
H 4.748 -6.454 0.789
H -0.108 5.772 -1.411
H 5.803 -2.422 1.913
```

DFT (the ωB97M-V functional and the def2-TZVPD basis) results for a structure of composition C44H30N10RuS3.

Properties
- Spin multiplicity: 6
- E_HOMO (alpha / beta): -3.0 / -5.1 eV
- Orbital gap (alpha / beta): 4.795 / 5.403 eV
- E: -3531.8851 Eh
- Largest force on an atom: 0.59 eV Å⁻¹
- E_LUMO (alpha / beta): 1.8 / 0.3 eV
- Net charge: -1

XYZ file:
```
88
C44H30N10RuS3 the ωB97M-V functional and the def2-TZVPD basis
C -4.242 -4.245 3.784
H 2.144 -0.358 2.536
C 0.710 2.148 -0.669
C 2.013 0.345 -1.022
C 2.232 -1.716 0.027
C 2.971 -2.876 0.452
N -0.084 3.045 -0.068
C -1.772 -0.964 -2.254
H 3.621 2.895 2.520
H 3.085 1.851 -5.348
N 0.990 -1.762 0.628
C -0.155 0.195 -8.080
H 0.776 0.001 3.588
C -1.159 -2.495 2.439
H 1.617 3.795 -4.974
S -1.865 -3.947 -5.119
H 1.937 -5.344 2.579
H 1.330 2.385 2.022
H 4.907 -2.736 -0.484
H 3.838 1.370 3.393
H 5.713 -4.823 0.590
H 4.251 -6.107 2.102
C 1.100 3.257 -2.973
H 1.836 1.842 4.970
C -3.172 5.096 3.550
C -2.422 -2.916 3.030
C -2.043 1.630 2.503
H 1.675 3.428 4.199
N 2.649 -0.806 -0.845
C 4.270 -3.305 0.180
H -1.803 -0.877 -8.942
C 2.111 1.185 -2.197
C 2.585 -4.787 1.916
C -2.322 3.046 2.701
H 0.179 0.602 -9.026
H 3.400 0.143 -3.570
C -1.574 3.751 1.752
H 0.288 2.332 4.264
H -2.417 -5.064 2.971
C 3.872 -5.202 1.644
H 3.567 1.361 1.642
N -1.393 -0.438 -3.369
H -2.568 -1.805 -6.783
N -1.152 -1.122 2.398
C -0.830 2.768 0.969
N -1.434 -1.355 -4.398
H 0.440 4.098 -2.808
C -4.407 -1.827 3.911
H 0.597 0.235 -4.773
C 1.785 1.770 2.799
C 2.773 1.010 -3.408
H -3.796 5.644 4.245
C 3.293 1.854 2.577
C -2.418 5.802 2.606
H -3.715 3.160 4.335
C 1.298 0.318 2.685
C 0.895 -2.895 1.414
C -2.971 -4.173 3.238
H 1.381 1.162 -6.931
C 4.709 -4.467 0.781
C 0.095 -0.015 -5.697
N 1.177 0.961 -0.128
Ru -0.010 -0.099 1.108
H -5.946 -3.173 4.537
H -4.702 -5.211 3.945
S -2.190 -2.664 -2.422
H -4.948 -0.924 4.158
H -2.465 6.883 2.590
H -1.027 5.668 0.958
C -1.010 -0.856 -5.665
C -1.703 -1.161 -6.826
C 0.519 0.508 -6.907
C -3.135 3.712 3.607
C -1.266 -0.636 -8.034
C -4.950 -3.082 4.120
N -0.178 -3.301 2.105
C 1.756 3.077 -4.175
C -2.324 -0.630 2.946
N -1.118 1.523 1.485
C 2.134 -3.612 1.312
C 1.373 2.379 4.137
C 2.591 1.965 -4.390
N -2.654 0.647 3.126
S -1.878 -0.127 -0.754
C -1.613 5.135 1.695
C -3.132 -1.754 3.357
C -1.806 -2.625 -4.113
C 1.289 2.302 -1.976
```

DFT (the ωB97M-V functional and the def2-TZVPD basis) results for a structure of composition C44H32ClNO8P2ReTe at a distorted geometry.

Properties
- Spin multiplicity: 4
- E_HOMO (alpha / beta): -8.1 / -8.2 eV
- Energy above the lowest of the compared OMol25 structures with the same formula, charge and spin: 46.3 kcal/mol
- Orbital gap (alpha / beta): 7.504 / 6.480 eV
- E: -3841.6271 Eh
- Largest force on an atom: 4.79 eV Å⁻¹
- E_LUMO (alpha / beta): -0.6 / -1.7 eV
- Net charge: 0

XYZ file:
```
90
C44H32ClNO8P2ReTe the ωB97M-V functional and the def2-TZVPD basis
C 2.027 -3.878 3.753
C -1.077 -3.189 -0.530
C -0.825 -0.550 5.025
C -4.871 -0.903 0.357
O -0.628 5.075 -2.895
C 2.853 -3.086 2.927
H 0.672 -1.236 6.476
C 1.032 -2.765 1.407
H -3.087 0.084 0.815
C -1.418 2.922 2.616
Cl 2.110 0.000 -7.650
H 3.869 -3.009 3.184
H -1.608 -0.922 5.612
C -2.196 -3.068 0.351
C 0.176 -3.474 2.332
C -2.057 4.133 2.753
H -2.075 2.252 -0.586
C -0.026 -0.274 -0.208
H -2.029 0.227 3.342
O 3.025 0.325 0.818
H 2.685 3.593 -3.218
H 2.522 -0.710 4.992
C 2.362 0.239 -5.970
P 0.555 -2.185 -0.288
Te -1.292 -0.009 -1.970
H 0.151 -4.715 4.116
C 3.476 2.905 -3.549
H 3.012 -1.946 1.108
H -0.854 -3.587 1.964
H 3.046 2.266 -6.079
C -2.749 3.915 0.485
C 3.006 1.539 -4.042
C 2.868 1.401 -5.430
H -3.625 -1.541 -3.079
C 0.679 -4.035 3.506
C -3.177 -0.681 -1.241
C -2.751 4.611 1.663
H -3.259 5.568 1.806
C 0.056 4.851 -1.971
N -5.699 -1.533 -0.499
H 3.983 3.397 -4.362
C 3.942 -0.374 0.202
C 1.291 0.203 3.410
C 0.732 3.580 -1.427
C 1.268 5.255 0.218
C 2.363 -2.536 1.761
H 1.815 -1.751 -5.711
H -4.155 -5.410 -1.066
H -5.960 -2.069 -2.519
C 1.557 -0.446 4.611
H 2.495 -4.475 4.622
C -3.292 -4.792 -0.947
C 2.785 0.412 -3.279
H 4.766 -0.536 -1.802
H -2.028 4.552 3.750
C 0.018 0.221 2.910
O 1.509 5.813 1.259
C -1.115 -4.002 -1.676
C 2.287 -0.823 -3.778
H 4.210 2.781 -2.739
H -2.259 -5.449 -2.744
C -3.979 -1.274 -2.127
P -0.210 0.830 1.230
C 0.488 -0.825 5.445
H -5.277 -0.662 1.329
C -1.399 2.230 1.412
C -2.133 2.712 0.339
H 2.055 0.643 2.804
H -0.222 -4.061 -2.315
C -3.265 -3.901 0.112
Re 1.556 1.208 -0.208
O 0.046 6.982 -0.935
H -4.212 -3.792 0.672
O 0.554 2.299 -1.603
H 2.165 -1.669 -3.213
H -2.271 -2.277 1.098
C 3.809 -0.542 -1.325
H 3.353 -1.499 -1.505
C -1.077 -0.072 3.729
C 1.594 3.908 -0.333
O 2.367 2.984 0.136
C -5.323 -1.592 -1.761
O 3.036 0.511 -1.866
C 2.045 -0.860 -5.156
H -3.243 4.351 -0.403
O 4.850 -0.960 0.755
H -0.870 2.577 3.492
C 0.346 5.821 -0.838
C -2.219 -4.834 -1.826
C -3.647 -0.391 -0.034
```